(1)
{
  "formula": "C3H9S2",
  "method": "ωB97M-V with the def2-TZVPD basis set",
  "elements": ["C", "S", "H", "H", "H", "C", "S", "C", "H", "H", "H", "H", "H", "H"],
  "coordinates": [[-0.715, 2.030, -0.422], [-1.944, 1.463, -1.675], [0.358, 1.985, -0.661], [-0.842, 3.072, -0.094], [-1.032, 1.420, 0.421], [0.907, -0.949, 1.649], [1.410, -1.789, 0.043], [0.037, -1.260, -1.022], [0.189, -1.627, 2.086], [0.446, -0.041, 1.268], [1.888, -0.693, 2.024], [-0.863, -1.490, -0.444], [0.011, -0.204, -1.290], [0.151, -1.917, -1.884]],
  "forces_ev_per_angstrom": [[-0.8, 0.4, 0.2], [0.3, 0.5, -0.4], [-0.2, -0.6, -0.1], [-0.3, 0.0, -0.2], [0.9, 0.0, 0.5], [0.4, -0.1, -2.9], [0.1, 0.4, 0.5], [0.2, -0.5, 0.7], [0.3, 0.2, 0.9], [-0.2, 0.1, 0.4], [-0.3, -0.3, 1.1], [-0.1, 0.0, -0.5], [0.2, -0.2, -0.1], [-0.4, 0.2, -0.2]],
  "spin_multiplicity": 1,
  "charge": -1,
  "homo_lumo_gap_ev": 5.515,
  "total_energy_ev": -24927.455
}

---

(2)
{
  "formula": "C19H40O4S2Si",
  "method": "ωB97M-V with the def2-TZVPD basis set",
  "elements": ["C", "C", "C", "C", "C", "Si", "C", "C", "C", "C", "C", "C", "C", "C", "O", "C", "C", "O", "H", "H", "H", "H", "H", "H", "H", "H", "H", "H", "H", "H", "H", "H", "H", "H", "H", "H", "H", "H", "H", "H", "H", "H", "H", "H", "H", "H", "C", "S", "O", "C", "H", "H", "H", "H", "H", "H", "C", "S", "O", "C", "H", "H", "H", "H", "H", "H"],
  "coordinates": [[-0.863, 5.416, -4.883], [-1.275, 4.547, -5.799], [-1.818, 3.308, -6.713], [-2.357, 2.147, -5.690], [-1.847, 0.659, -6.062], [-1.233, -0.129, -4.384], [-2.658, 0.252, -3.109], [-2.714, -0.804, -1.884], [-2.959, -0.093, -0.423], [-2.779, -1.182, 0.770], [-1.311, -1.133, 1.465], [-1.335, -0.418, 2.944], [-1.023, 1.166, 2.716], [0.336, 0.901, -3.838], [0.214, 1.215, -2.414], [0.927, 0.290, -1.585], [1.887, 0.917, -0.424], [0.856, -0.981, -1.634], [-0.800, 6.272, -4.129], [-2.713, 3.683, -7.360], [-0.954, 2.908, -7.384], [-3.503, 2.138, -5.589], [-1.935, 2.454, -4.645], [-0.945, 0.614, -6.775], [-2.713, -0.043, -6.410], [-0.961, -1.561, -4.507], [-2.600, 1.362, -2.781], [-3.637, 0.172, -3.743], [-3.666, -1.462, -2.046], [-1.770, -1.463, -1.853], [-2.338, 0.867, -0.284], [-4.089, 0.208, -0.406], [-3.017, -2.272, 0.429], [-3.561, -0.914, 1.586], [-0.489, -0.672, 0.801], [-0.975, -2.233, 1.676], [-0.509, -0.852, 3.622], [-2.359, -0.584, 3.466], [-1.934, 1.592, 2.129], [-0.101, 1.302, 2.013], [-0.835, 1.741, 3.695], [1.328, 0.405, -4.145], [0.251, 1.902, -4.436], [1.722, 2.060, -0.360], [1.576, 0.453, 0.583], [2.980, 0.645, -0.686], [3.968, -2.167, 0.581], [4.184, -1.333, 2.170], [4.491, 0.103, 1.885], [5.739, -2.147, 2.596], [3.063, -1.781, 0.108], [4.827, -1.968, -0.064], [3.861, -3.240, 0.745], [6.487, -1.949, 1.826], [5.574, -3.221, 2.693], [6.088, -1.748, 3.551], [-0.281, -1.498, 7.623], [0.838, -1.509, 6.205], [0.861, -2.902, 5.662], [2.352, -1.275, 7.163], [-1.297, -1.667, 7.263], [-0.007, -2.291, 8.321], [-0.232, -0.526, 8.119], [2.463, -2.082, 7.889], [2.315, -0.311, 7.674], [3.201, -1.287, 6.476]],
  "forces_ev_per_angstrom": [[-3.1, -4.4, -5.0], [1.7, 3.6, 4.5], [0.0, 0.9, 1.1], [0.7, 0.1, 0.3], [-0.2, -0.5, 0.5], [-0.8, 1.7, 0.2], [-0.7, -0.1, -0.3], [-0.7, 0.6, 0.6], [-1.1, -1.1, -0.6], [0.3, 0.7, 0.4], [-0.2, -1.3, 1.3], [0.7, 0.8, -0.8], [-0.5, -0.4, -0.5], [-0.5, 0.2, -1.8], [2.6, -1.9, 1.1], [0.3, -2.8, 1.2], [-1.1, 0.4, -0.7], [-0.1, 5.4, -0.8], [0.1, -1.8, -1.6], [1.9, -0.5, 1.1], [-1.6, 0.8, 1.2], [1.8, 0.2, -0.3], [-0.9, -0.6, -1.9], [-1.6, 0.3, 0.7], [1.6, 1.4, 0.2], [0.1, -0.3, 0.0], [0.0, -1.9, -0.3], [1.6, 0.2, 1.2], [2.0, 0.9, 0.3], [-1.5, 1.0, 0.0], [-0.8, -1.6, -0.1], [2.0, -0.3, -0.1], [0.4, 2.1, 0.3], [1.3, -0.6, -1.3], [-1.5, -0.6, 1.0], [-0.6, 1.9, -0.6], [-1.3, 0.5, -1.1], [1.7, 0.3, -0.9], [1.6, -0.4, 1.2], [-1.6, -0.3, 1.4], [-0.4, -0.8, -1.6], [-1.3, 0.8, 0.8], [0.3, -1.6, 1.4], [0.5, -1.9, -0.2], [0.6, 0.6, -1.7], [-1.9, 0.5, 0.5], [0.0, 0.0, -0.1], [0.0, 0.2, -0.1], [0.0, -0.4, 0.0], [0.1, 0.0, 0.0], [0.0, 0.0, 0.1], [0.0, 0.1, 0.1], [0.0, 0.1, 0.1], [-0.1, 0.0, 0.0], [-0.1, 0.1, 0.0], [-0.1, 0.0, -0.1], [0.0, -0.1, 0.1], [0.0, -0.3, -0.1], [0.0, 0.5, 0.3], [0.1, -0.1, 0.1], [0.1, 0.0, -0.1], [0.0, 0.0, -0.1], [0.0, 0.0, -0.1], [-0.1, 0.0, -0.1], [0.0, 0.0, -0.1], [-0.2, 0.0, 0.0]],
  "spin_multiplicity": 1,
  "homo_lumo_gap_ev": 9.559,
  "total_energy_ev": -58081.459
}

---

(3)
{
  "formula": "C6H14N2P",
  "method": "ωB97M-V with the def2-TZVPD basis set",
  "elements": ["C", "C", "C", "C", "C", "C", "N", "N", "P", "H", "H", "H", "H", "H", "H", "H", "H", "H", "H", "H", "H", "H", "H"],
  "coordinates": [[0.940, -0.039, 0.601], [-1.133, -1.372, 0.119], [-1.374, 0.141, 0.069], [-2.327, 0.614, 1.182], [-1.626, 0.683, -1.355], [3.443, -0.288, -0.250], [-0.056, 0.771, 0.414], [2.748, 0.726, 0.481], [0.623, -1.725, 0.795], [-1.810, -1.889, 0.748], [-1.241, -1.799, -0.865], [-2.414, -0.046, 2.055], [-3.447, 0.412, 0.941], [-2.232, 1.652, 1.394], [-0.921, 0.319, -2.158], [-1.506, 1.703, -1.361], [-2.681, 0.355, -1.684], [4.368, 0.276, -0.329], [3.007, -0.679, -1.206], [3.764, -1.222, 0.387], [0.042, 1.756, 0.572], [2.565, 1.514, -0.035], [1.269, -1.862, -0.515]],
  "forces_ev_per_angstrom": [[3.4, 4.9, -0.5], [1.1, 0.1, -0.3], [0.1, 0.7, 0.5], [-3.3, -1.9, -1.0], [-1.7, -3.3, -0.8], [1.3, -1.8, 0.6], [1.4, -1.9, 0.6], [-4.5, -4.7, 3.0], [-0.3, -1.4, -1.6], [-0.8, -0.3, 0.7], [0.1, -0.2, -0.3], [1.4, 0.4, 0.2], [1.7, 0.8, -0.6], [0.1, 0.7, 0.4], [-0.5, -0.1, 1.2], [-0.3, 2.6, 0.0], [1.6, 0.8, 0.4], [0.7, -0.4, -1.0], [0.5, 0.8, 0.6], [-1.0, 1.9, -0.9], [0.0, 0.6, -0.4], [-0.7, 2.2, -1.9], [-0.3, -0.4, 0.9]],
  "spin_multiplicity": 1,
  "charge": 1,
  "homo_lumo_gap_ev": 9.728,
  "total_energy_ev": -18707.717
}